No. 1
57
Properties=species:S:1:pos:R:3:forces:R:3 method="wB97M-V/def2-TZVPD" e_tot_ha=-1318.31137 charge=+3 homo_energy_ev="-17.52 / -17.60" orbital_gap_ev="4.1 / 4.3" spin_multiplicity=1 e_lumo_ha="-0.4918 / -0.4897"
Au 0.76561 -0.01332 -0.30168 0.30 2.14 1.99
C -0.59399 2.32938 -2.59858 0.08 -0.11 -0.28
C -0.58229 2.87378 -1.21538 -0.54 0.32 -0.32
C -1.26409 4.05468 -0.88978 0.30 -0.18 0.18
C -1.17069 4.55298 0.39382 -0.08 0.07 -0.13
C -0.34319 3.92818 1.31662 0.39 -0.48 -0.18
C 0.34101 2.78098 0.93102 -0.36 0.74 0.72
N 0.13921 2.25998 -0.28958 0.20 -1.30 -0.12
C 1.38041 2.13458 1.73892 -0.27 0.96 0.54
C 1.97251 2.72168 2.85922 -0.11 -0.45 -0.43
C 3.05131 2.08268 3.45382 -0.11 -0.03 0.02
C 3.53161 0.89558 2.92552 -0.36 -0.11 -0.32
C 2.90221 0.35178 1.80072 0.62 -0.07 0.61
N 1.85101 0.97868 1.27882 -0.41 -1.04 -1.51
C 3.38091 -0.80922 1.05712 0.75 -0.49 0.44
C 4.53221 -1.50322 1.40152 -0.62 0.40 -0.08
C 5.01991 -2.47182 0.53632 0.02 -0.11 -0.17
C 4.36511 -2.70962 -0.65268 -0.08 0.28 0.27
C 3.18471 -2.00902 -0.93718 0.25 -0.54 -0.38
C 2.48311 -2.21282 -2.23048 -0.07 0.00 -0.22
N 2.71071 -1.11882 -0.07498 -1.23 0.30 -0.33
H -1.47969 2.62748 -3.15478 -0.05 -0.03 0.07
H -0.49389 1.24378 -2.60898 -0.05 0.00 -0.06
H 0.26381 2.74858 -3.12758 0.07 -0.02 -0.08
H -1.83599 4.56418 -1.64898 -0.07 0.01 -0.10
H -1.70929 5.44668 0.67442 -0.05 0.05 0.01
H -0.22509 4.33968 2.30462 0.06 0.03 0.13
H 1.60991 3.66468 3.23552 -0.02 0.07 0.00
H 3.52511 2.52368 4.32042 0.04 -0.01 0.02
H 4.38231 0.40518 3.37212 0.04 -0.02 -0.03
H 5.04591 -1.28312 2.32232 0.10 0.05 0.04
H 5.92421 -3.00392 0.78862 0.07 -0.11 -0.01
H 4.74811 -3.42582 -1.36238 -0.04 -0.06 -0.10
H 2.63311 -3.22172 -2.60968 -0.11 -0.01 0.05
H 2.90101 -1.53392 -2.97698 0.02 0.06 -0.01
H 1.41811 -1.99882 -2.14418 -0.10 -0.10 -0.04
C -4.71719 -1.10412 0.40952 -0.83 -0.31 0.45
N -3.70499 -0.63632 -0.50088 1.74 -0.29 -0.13
C -4.02329 0.60558 -1.15218 -0.30 0.56 -0.30
C -2.41809 -1.12642 -0.46558 -2.06 -1.57 -0.06
N -1.40719 -0.29242 -0.55088 2.24 0.84 0.17
N -2.25809 -2.45722 -0.32458 0.15 1.38 0.04
C -3.21529 -3.41852 -0.81338 -0.54 -0.84 -0.16
C -1.01789 -3.00712 0.14742 0.58 -0.23 0.06
H -5.04389 -0.27812 1.05042 0.13 -0.04 -0.03
H -4.35559 -1.90882 1.04272 0.03 0.00 -0.06
H -5.60409 -1.43942 -0.13788 0.12 -0.09 0.04
H -5.02269 0.50908 -1.58158 0.10 0.06 -0.08
H -3.32449 0.82678 -1.95608 -0.03 -0.06 -0.09
H -4.06359 1.45118 -0.45518 0.06 -0.07 0.07
H -1.74309 0.66138 -0.58028 0.00 0.05 -0.22
H -4.04339 -2.95022 -1.33608 0.06 0.09 0.06
H -3.59879 -4.03872 0.00302 -0.05 0.16 -0.05
H -2.71509 -4.09682 -1.51068 0.03 0.12 0.01
H -0.54189 -2.32722 0.85242 -0.03 -0.06 0.11
H -0.32649 -3.21112 -0.67508 0.02 -0.03 -0.06
H -1.21979 -3.95482 0.64722 0.02 0.10 0.04

---

No. 2
11
Properties=species:S:1:pos:R:3:forces:R:3 method="wB97M-V/def2-TZVPD" de_lowest_kcal_mol=38.5 e_tot_ha=-272.42973 charge=0 homo_energy_ev=-9.33 smiles="C=C(F)CN" orbital_gap_ev=10.3 spin_multiplicity=1 e_lumo_ha=0.0342
C -0.42292 1.45189 0.03638 -1.21 -1.41 0.81
C -0.49866 0.07534 0.14234 -1.97 0.94 -0.73
F -1.71016 -0.60853 -0.06371 1.04 1.14 0.35
C 0.63595 -0.92827 0.06742 1.26 0.97 1.09
N 1.83388 -0.03966 -0.14392 1.18 2.61 -0.32
H -1.35582 2.17325 -0.16544 2.42 -1.96 0.68
H 0.61208 1.78422 0.33159 -1.80 0.42 -0.60
H 0.39258 -1.47086 -0.91440 0.76 0.30 1.60
H 0.88046 -1.70231 1.01994 -1.10 2.25 -2.75
H 2.17603 0.61063 0.69065 -1.31 -2.51 -1.74
H 1.56274 0.76569 -0.85831 0.74 -2.75 1.61

---

No. 3
32
Properties=species:S:1:pos:R:3:forces:R:3 method="wB97M-V/def2-TZVPD" de_lowest_kcal_mol=0.0 e_tot_ha=-3458.84136 charge=+1 s_squared=2.01 homo_energy_ev="-13.08 / -13.08" orbital_gap_ev="7.1 / 4.9" spin_multiplicity=3 e_lumo_ha="-0.2198 / -0.2997"
Pt -2.80242 0.59155 -2.89230 1.77 -1.13 1.07
Br -0.60314 -0.52626 -2.62535 -1.70 0.90 -0.48
C -1.07440 0.99671 0.97071 -0.07 0.17 0.12
C -1.81199 -0.31832 1.02783 0.82 -0.58 -0.06
O -3.22809 -0.13801 1.26385 0.51 -0.08 0.30
C -3.95147 0.25663 0.27222 -0.63 -0.60 0.42
O -3.56963 0.39661 -0.88554 0.26 0.54 -1.16
O -5.18912 0.40673 0.65176 -0.19 0.55 0.20
C -6.02312 1.26962 -0.13935 -0.12 0.40 -0.20
H -1.52491 1.69170 1.68137 -0.10 0.10 -0.17
H -1.07217 1.40930 -0.03756 0.00 0.22 0.10
H -0.04957 0.88178 1.32016 0.07 -0.19 -0.23
H -1.41304 -0.92220 1.83911 -0.54 0.05 0.27
H -1.68377 -0.93199 0.13688 -0.06 0.16 -0.13
H -6.51532 0.70013 -0.92153 0.01 0.01 -0.06
H -5.44015 2.09944 -0.54124 0.08 -0.22 -0.17
H -6.75467 1.72534 0.52044 -0.06 -0.37 0.18
C 2.52387 1.09857 -1.94136 -1.00 0.11 -0.47
C 2.54709 0.57646 -0.52574 -0.36 0.31 -0.21
O 3.80071 -0.02335 -0.25237 0.23 0.28 0.02
C 3.77412 -1.16301 0.43662 -0.10 0.10 -0.12
O 2.79173 -1.81460 0.66847 -0.40 -0.28 0.15
O 5.00270 -1.44595 0.80193 0.37 -0.40 0.06
C 5.15224 -2.72140 1.44932 0.27 0.16 0.48
H 2.69921 0.32425 -2.68987 0.35 -0.07 0.17
H 3.15526 1.96099 -2.13594 0.27 -0.12 0.14
H 1.49201 1.43322 -2.15108 0.22 0.12 0.15
H 1.74192 -0.14142 -0.36429 0.14 -0.12 -0.05
H 2.39121 1.39696 0.18002 0.13 0.00 0.04
H 4.48515 -2.79758 2.30541 -0.13 0.00 -0.11
H 6.17397 -2.73024 1.81716 0.04 -0.07 -0.16
H 4.97579 -3.54167 0.76027 -0.04 0.04 -0.10

---

No. 4
23
Properties=species:S:1:pos:R:3:forces:R:3 method="wB97M-V/def2-TZVPD" de_lowest_kcal_mol=41.3 e_tot_ha=-476.01474 charge=+1 homo_energy_ev=-14.60 smiles=CC[C@H](C#N)[n+]1ccn(C)c1 orbital_gap_ev=11.1 spin_multiplicity=1 e_lumo_ha=-0.1285
C 0.85003 -1.86316 2.85999 0.17 1.11 0.44
C 0.17118 -1.56895 1.55929 -1.03 -0.32 -0.64
C 0.70826 -0.28391 1.02926 0.39 1.66 0.72
C 0.42494 0.80872 1.99623 0.18 0.34 -0.23
N 0.17090 1.67961 2.70232 0.02 -0.34 -0.25
N 0.31784 0.16143 -0.29893 -0.33 -0.13 0.00
C 1.07108 -0.13058 -1.40319 -1.37 -0.24 -1.31
C 0.36034 0.36391 -2.44305 -0.15 0.34 0.56
N -0.79745 0.97645 -2.01169 1.89 -0.41 3.01
C -1.76341 1.76934 -2.68050 -1.89 3.76 -0.82
C -0.73431 0.88039 -0.65606 -0.29 -0.89 -1.46
H 0.76964 -0.97910 3.56258 0.48 -1.00 -0.76
H 1.85501 -2.03836 2.45799 0.32 -0.27 1.47
H 0.38672 -2.69273 3.37945 0.34 -0.37 -0.14
H 0.46231 -2.32402 0.84380 -0.33 -0.49 -0.28
H -0.90436 -1.51494 1.64445 -0.42 -0.05 -0.11
H 1.77004 -0.36232 0.86370 0.67 -0.08 0.74
H 1.87258 -0.83894 -1.54976 0.28 0.31 0.81
H 0.74012 0.40648 -3.39485 0.15 0.02 -2.33
H -1.29019 2.59549 -3.31193 -0.39 -1.90 -0.02
H -2.62142 1.22106 -3.10167 0.97 -0.08 -0.46
H -2.31842 2.52925 -2.03104 0.97 -1.48 0.25
H -1.50142 1.20487 -0.01638 -0.63 0.51 0.81

---

No. 5
60
Properties=species:S:1:pos:R:3:forces:R:3 method="wB97M-V/def2-TZVPD" e_tot_ha=-9728.15192 charge=0 homo_energy_ev=-8.71 orbital_gap_ev=8.4 spin_multiplicity=1 e_lumo_ha=-0.0131
C -1.45323 0.04200 -0.10638 1.07 -0.09 0.88
S -0.46479 1.56655 0.12959 -3.70 0.71 -0.72
O -0.15168 2.01603 -1.25423 0.95 -0.28 -0.23
C -2.01925 2.60917 0.45942 0.92 0.26 0.43
H -1.63838 -0.38351 0.87992 0.25 -0.04 -0.06
H -0.70693 -0.56149 -0.62302 -0.47 -0.43 0.03
H -2.39591 0.08810 -0.65166 0.42 0.57 0.02
H -2.24576 2.56813 1.52483 -0.22 0.00 -0.12
H -2.87964 2.39373 -0.17416 0.21 -0.78 0.02
H -1.77243 3.63093 0.17100 0.43 -0.03 0.38
C 1.35349 -0.23799 -3.73466 0.34 0.12 0.81
S 2.81753 -0.44841 -4.76879 0.18 1.56 -0.17
O 3.01555 0.96525 -5.28030 0.11 -1.13 0.08
C 4.20527 -0.70079 -3.60540 -0.13 0.05 -0.19
H 0.51831 -0.16151 -4.43088 0.03 -0.42 0.16
H 1.36578 0.69140 -3.16527 0.44 0.37 -0.30
H 1.26440 -0.97755 -2.93890 -0.30 -0.61 -0.52
H 4.21219 -1.68673 -3.14067 -0.40 0.09 0.24
H 4.26507 0.14273 -2.91766 -0.16 -0.15 0.16
H 5.10321 -0.68614 -4.22314 -0.14 0.19 -0.24
C 3.29484 0.20575 1.27753 -0.83 0.22 -0.47
S 2.23332 -1.29424 1.49833 1.07 0.62 -0.32
O 0.91820 -0.70670 1.85345 -0.45 -0.33 -0.13
C 2.06610 -1.84316 -0.24081 -0.15 0.23 0.82
H 4.33154 0.09516 0.95951 -0.11 -0.44 0.16
H 3.19981 0.81219 2.17826 0.24 -0.50 0.23
H 2.75158 0.79956 0.54244 0.01 -0.03 -0.34
H 1.61997 -2.83205 -0.13522 0.16 -0.06 -0.34
H 3.02021 -1.84443 -0.76783 -0.09 -0.09 0.04
H 1.31985 -1.18675 -0.68839 0.23 0.11 -0.08
C -0.02542 -4.24239 1.81298 -0.86 0.00 0.72
S -1.37449 -3.03498 1.37641 0.46 -0.40 -2.15
O -1.45992 -3.07428 -0.17475 0.15 0.03 2.45
C -2.86432 -3.91673 1.94643 -0.60 -0.45 -0.13
H -0.36130 -4.71933 2.73375 -0.18 -0.45 -0.17
H 0.92171 -3.81055 2.13629 -0.12 0.66 -0.56
H 0.11158 -4.94530 0.99124 -0.19 0.04 0.09
H -3.67663 -3.20350 2.08621 0.32 0.42 -0.14
H -2.82599 -4.47012 2.88472 0.62 0.10 0.05
H -3.22666 -4.59246 1.17170 0.42 -0.08 -0.20
C -3.14596 0.75818 -3.58129 0.85 0.86 -1.18
Cl -1.99411 -0.42844 -3.11444 0.63 -1.01 -0.27
Cl -4.41275 0.76833 -2.42130 -0.65 0.87 1.16
Cl -2.19060 2.30137 -3.86131 -1.02 -0.59 0.57
Cl -3.92537 0.35297 -5.09848 0.03 -0.19 -0.80
C 1.00345 4.99824 -2.04373 0.18 -1.64 -0.38
Cl 1.74624 6.39121 -2.81954 -0.59 -0.08 0.17
Cl -0.79406 5.15866 -1.76462 1.61 0.07 -0.65
Cl 1.41967 3.50615 -3.14152 -0.59 1.81 0.97
Cl 1.80228 4.73700 -0.45910 -0.37 0.09 -0.55
C -3.17751 -0.85027 4.57756 -1.14 1.40 -1.16
Cl -3.48318 0.44491 5.78095 0.26 -0.70 -0.22
Cl -1.66415 -1.61931 4.75633 0.69 -0.19 0.31
Cl -4.50164 -2.02364 4.59386 0.11 0.14 0.21
Cl -3.22290 0.00074 2.92343 -0.06 -0.64 0.98
C 0.82997 2.50719 3.96043 0.00 -1.04 1.08
Cl 1.51627 3.18833 2.49735 -0.34 -0.43 0.29
Cl 1.27951 3.51334 5.34000 0.18 -0.03 -0.06
Cl -0.97871 2.46272 3.96134 1.19 -0.30 -0.38
Cl 1.52678 0.76671 4.32220 -0.91 2.05 -0.31

---

No. 6
18
Properties=species:S:1:pos:R:3:forces:R:3 method="wB97M-V/def2-TZVPD" de_lowest_kcal_mol=57.9 e_tot_ha=-1110.37814 charge=0 homo_energy_ev=-8.18 orbital_gap_ev=8.9 spin_multiplicity=1 e_lumo_ha=0.0262
C 0.89196 0.24790 -1.79841 0.40 -0.89 -0.93
C -0.56951 -2.10976 -1.05421 -3.52 1.31 0.92
C -0.06623 1.87346 1.29664 -0.50 -2.04 1.85
C -0.90153 0.63122 1.17304 4.74 -0.75 -2.17
O 1.57075 -1.38913 0.35723 0.80 -0.30 0.89
O -0.88422 -0.06782 2.28992 -0.11 -1.23 3.51
P 0.40692 -0.81386 -0.32540 -0.74 2.42 0.21
Cl 1.59932 1.52487 1.71953 0.74 0.00 0.22
H 1.07381 -0.43572 -2.75284 -0.09 1.37 2.08
H 0.04322 0.89281 -2.05375 0.14 0.02 0.01
H 1.79290 0.88939 -1.55472 -1.02 -0.92 -0.30
H -0.99304 -1.67307 -1.96050 -0.27 -0.31 -0.06
H 0.04056 -2.89912 -1.28398 1.76 -1.90 -0.67
H -1.40941 -2.52026 -0.40151 1.08 0.76 -0.72
H -0.49339 2.36774 2.13946 -0.24 0.93 0.62
H -0.07299 2.45781 0.47565 -0.11 1.94 -2.73
H -1.81746 0.82890 0.72605 -1.89 -0.08 -0.59
H -0.21164 0.19464 3.00780 -1.16 -0.34 -2.14